Entry from the Open Molecules 2025 dataset: a structure of composition C38H32IN7O10SiZr (ωB97M-V/def2-TZVPD).

Each line ends with the Mulliken charge.
Geometry (Å):
Zr  0.047513  -0.404359  -0.037168  -0.2114
O  -3.367136  -0.987784  -2.827693  -0.6613
C  -2.311224  -0.659551  -2.335604  -0.3669
N  -1.911472  -0.903669  -1.037993  0.3666
C  -2.925652  -1.075617  -0.116261  0.0303
O  -4.021447  -0.559995  -0.120247  -0.6898
C  -2.493994  -1.962170  1.021865  0.7581
C  -3.438059  -2.409227  1.924944  -0.6779
C  -3.001937  -3.269576  2.920152  -0.6003
C  -1.662532  -3.623223  2.956440  -0.7297
C  -0.783244  -3.083733  2.030735  -0.4746
N  -1.191245  -2.251815  1.067763  0.0203
C  -1.292126  0.061828  -3.164729  0.6525
C  -1.413205  0.088198  -4.545263  -0.7964
C  -0.481755  0.807863  -5.269617  -0.6320
C  0.515204  1.488209  -4.585181  -1.2725
C  0.555261  1.400689  -3.204747  -0.6626
N  -0.328498  0.690653  -2.500893  1.2073
H  -4.462327  -2.084140  1.820443  0.5540
H  -3.689930  -3.657013  3.660035  0.4444
H  -1.281196  -4.294626  3.713077  0.4673
H  0.276770  -3.292943  2.047882  0.6202
H  -2.229646  -0.449032  -5.005648  0.5962
H  -0.532847  0.846690  -6.349851  0.4697
H  1.256216  2.079573  -5.105082  0.5835
H  1.312820  1.920831  -2.631795  0.8295
C  0.207404  -0.832457  4.411115  -0.8692
C  -1.073427  -0.232204  3.923945  0.4010
N  -2.142443  -0.269605  4.705516  -0.5700
C  -3.283088  0.288695  4.289248  -0.8914
C  -3.432964  0.951820  3.085467  0.9490
C  -4.759674  1.568857  2.728745  -1.1641
O  -5.017803  2.770617  3.446611  -0.5429
C  -2.313170  0.998001  2.240053  -0.0359
C  -2.289344  1.820969  1.031174  -0.6222
N  -1.405594  1.729224  0.109634  1.1730
C  -1.397498  2.780990  -0.852067  -0.9719
C  -2.451106  2.904455  -1.750262  0.1313
C  -2.404708  3.872530  -2.741257  -0.9015
C  -1.314543  4.726610  -2.822283  -0.6865
C  -0.278774  4.624479  -1.905330  -0.3571
C  -0.311915  3.648328  -0.918511  -0.1111
I  1.216880  3.533067  0.483097  0.1177
C  -1.135474  0.361623  2.648139  1.0766
O  -0.082090  0.323539  1.843241  -0.7342
H  -0.004457  -1.525121  5.223147  0.3624
H  0.868490  -0.048746  4.790914  0.4269
H  0.749976  -1.333078  3.608724  -0.0840
H  -4.129655  0.209487  4.963484  0.4328
H  -5.562601  0.885989  3.005730  0.4486
H  -4.845035  1.721324  1.649094  0.4111
H  -4.291520  3.384557  3.295783  0.3688
H  -3.018717  2.630536  0.974778  0.7270
H  -3.278696  2.206311  -1.688151  0.5165
H  -3.217288  3.953477  -3.450984  0.4516
H  -1.271202  5.483107  -3.594564  0.4277
H  0.558012  5.308566  -1.954014  0.4507
C  5.471297  -2.706999  1.952437  -0.9713
Si  3.770741  -3.357221  2.381003  -0.2769
C  3.464170  -3.200381  4.223030  -1.0005
C  3.616228  -5.150524  1.864071  -1.0398
C  2.500603  -2.375815  1.497929  -0.4015
C  1.644378  -1.729418  0.915037  1.0948
H  6.243198  -3.260926  2.491999  0.3169
H  5.564893  -1.651868  2.214898  0.3031
H  5.669240  -2.806581  0.883508  0.2848
H  4.226395  -3.732635  4.796588  0.3959
H  2.489853  -3.613950  4.493550  0.2793
H  3.476126  -2.153272  4.531685  0.2951
H  4.372349  -5.766376  2.356552  0.3352
H  3.742102  -5.256549  0.785139  0.3166
H  2.634313  -5.550956  2.124629  0.3262
O  1.156033  -1.506297  -1.823087  -0.8028
C  2.021332  -0.612829  -1.732154  1.4229
O  1.881307  0.334087  -0.878565  -0.8561
C  3.215591  -0.602059  -2.617496  -0.1337
C  3.300517  -1.544647  -3.635939  -0.4069
C  4.398139  -1.502162  -4.472240  -0.3852
C  5.413869  -0.574008  -4.336312  -0.3805
C  5.282614  0.339159  -3.309007  -0.3850
C  4.205971  0.353645  -2.443130  -0.3866
N  6.344926  1.356673  -3.137664  1.0932
O  6.173311  2.197707  -2.283897  -0.6179
O  7.327909  1.256553  -3.836950  -0.6253
N  4.493321  -2.488019  -5.573510  1.0741
O  5.485934  -2.451202  -6.266235  -0.6256
O  3.597496  -3.295577  -5.672843  -0.6170
H  2.525763  -2.285541  -3.766617  0.7812
H  6.264263  -0.563627  -4.999519  0.6396
H  4.137244  1.087077  -1.653011  0.7988

Force components x, y, z for each atom (eV/Å):
-0.327 -0.104 -0.276
0.036 -0.033 -0.017
-0.023 0.034 -0.027
-0.118 0.215 0.105
0.112 -0.196 0.120
-0.018 -0.002 -0.080
-0.355 0.343 -0.260
0.269 -0.262 0.131
-0.042 0.025 0.011
0.071 -0.002 -0.022
-0.032 -0.021 -0.030
0.027 0.172 0.207
0.002 0.003 -0.047
-0.006 0.044 0.033
0.001 0.005 -0.034
-0.009 0.018 0.063
-0.098 0.200 0.028
0.191 -0.279 0.131
-0.003 -0.001 -0.011
-0.008 0.004 -0.004
-0.014 -0.008 0.000
-0.002 0.000 0.026
0.001 -0.006 0.006
-0.001 -0.002 0.000
-0.006 0.006 -0.010
0.022 -0.023 -0.020
0.060 -0.013 0.015
-0.185 -0.005 0.077
0.073 -0.021 -0.016
-0.098 0.048 -0.061
0.084 -0.071 0.049
-0.036 -0.007 -0.034
0.006 0.024 -0.039
-0.068 0.048 -0.002
0.167 -0.027 0.127
0.064 0.105 0.079
-0.158 -0.242 0.017
0.059 0.048 -0.102
-0.016 -0.043 0.032
0.004 0.013 -0.014
0.040 0.035 0.007
-0.221 0.097 -0.132
0.106 0.005 0.018
0.075 0.248 -0.259
0.064 -0.443 0.082
0.003 0.003 0.005
-0.010 0.009 0.000
-0.015 0.007 -0.017
0.006 -0.008 0.003
0.010 0.006 0.030
0.004 -0.006 0.010
0.001 -0.012 0.033
0.006 0.013 0.000
0.001 -0.008 0.017
-0.001 0.001 0.000
0.005 0.004 0.006
0.004 -0.009 0.007
-0.006 -0.022 0.016
-0.013 0.005 0.015
0.006 0.004 -0.025
0.018 0.025 0.010
0.081 -0.019 -0.060
-0.087 0.062 0.024
0.007 0.005 -0.007
-0.010 0.004 0.004
-0.010 0.000 -0.004
-0.004 -0.005 0.002
-0.002 -0.003 -0.003
0.012 0.004 -0.005
-0.002 -0.004 0.002
0.004 0.005 -0.002
-0.003 0.004 0.002
-0.021 0.096 0.038
0.089 -0.074 0.205
0.263 0.031 -0.142
-0.104 -0.093 -0.044
0.104 0.103 0.045
-0.037 0.018 -0.146
-0.129 -0.030 0.072
0.059 0.147 -0.037
-0.008 -0.060 -0.068
0.059 -0.253 0.215
-0.071 0.139 0.010
0.039 0.049 -0.161
0.209 -0.203 0.347
0.019 0.110 -0.153
-0.165 0.024 -0.099
-0.010 -0.004 -0.004
0.006 0.004 -0.006
0.001 0.003 0.000

Properties
- energy (eV) = -88090.0612